# 1
# C6H12NO4P

One molecule with the formula C6H12NO4P in a non-equilibrium geometry (wB97M-V/def2-TZVPD, the Open Molecules 2025 dataset).

The orbital gap (spin up / spin down) comes out at 7.1 / 8.3 eV. The net charge is 0. The value obtained for the LUMO energy (spin up / spin down) is -2.20 / -1.85 eV.

Atoms and positions in Å:
C (-1.26, 0.26, -1.49)
C (-0.05, -0.74, -1.62)
C (-0.62, -2.15, -1.15)
C (0.18, -0.71, -3.20)
C (1.44, 0.17, 2.96)
C (0.37, 1.30, 3.04)
N (-1.12, 1.29, -0.60)
O (-2.26, 0.07, -2.17)
O (0.61, 2.92, 0.64)
O (1.07, -0.45, -0.94)
O (-0.65, 1.31, 2.05)
P (0.02, 1.59, 0.53)
H (-0.76, -2.12, -0.10)
H (-0.20, -3.05, -1.47)
H (-1.62, -2.38, -1.62)
H (0.86, -1.48, -3.34)
H (0.82, 0.17, -3.30)
H (-0.67, -0.92, -3.75)
H (1.97, 0.14, 1.87)
H (2.11, 0.32, 3.70)
H (0.99, -0.70, 3.13)
H (1.04, 2.33, 3.04)
H (-0.29, 1.30, 3.98)
H (-1.98, 1.52, -0.19)

=====

# 2
# C6H12NO5P

One molecule with the formula C6H12NO5P in a non-equilibrium geometry (wB97M-V/def2-TZVPD, the Open Molecules 2025 dataset).

The orbital gap comes out at 10.6 eV. The net charge is 0. As for the SMILES: CO[P@@]1(=O)C[C@H]([N+](=O)[O-])[C@@](C)(O)C1. The value obtained for the LUMO energy is 0.27 eV.

Atoms and positions in Å:
C (-1.94, 1.25, -2.74)
O (-0.89, 0.76, -1.85)
P (-1.29, -0.27, -0.63)
O (-2.73, -0.49, -0.38)
C (-0.11, -1.62, -0.96)
C (0.74, -1.73, 0.55)
N (-0.14, -2.59, 1.51)
O (0.22, -3.71, 1.50)
O (-0.97, -2.09, 2.21)
C (0.92, -0.20, 1.04)
C (1.40, -0.03, 2.50)
O (1.81, 0.45, 0.19)
C (-0.51, 0.38, 0.86)
H (-2.15, 0.41, -3.49)
H (-1.56, 2.17, -3.25)
H (-2.85, 1.44, -2.24)
H (0.71, -1.38, -1.69)
H (-0.56, -2.58, -1.10)
H (1.73, -2.29, 0.33)
H (2.31, 0.74, 2.59)
H (1.81, -0.97, 2.90)
H (0.54, 0.27, 3.08)
H (1.49, 0.63, -0.66)
H (-1.24, -0.03, 1.67)
H (-0.37, 1.39, 0.90)

=====

# 3
# C6H12NO5S

An isolated ion of composition C6H12NO5S and charge +1 in a non-equilibrium geometry (wB97M-V/def2-TZVPD, the Open Molecules 2025 dataset).

The orbital gap comes out at 10.1 eV. The net charge is +1. As for the SMILES: [NH3+][C@@]12S[C@]1(O)O[C@H](CO)[C@@H](O)[C@@H]2O. The value obtained for the LUMO energy is -3.25 eV.

Atoms and positions in Å:
N (2.93, 0.95, 0.22)
C (1.61, 0.38, -0.07)
S (1.77, -0.66, -1.63)
C (1.47, -1.06, 0.18)
O (2.37, -1.90, 0.73)
O (0.01, -1.51, 0.46)
C (-1.15, -0.65, 0.40)
C (-2.20, -1.53, -0.25)
O (-3.42, -0.75, -0.34)
C (-0.82, 0.62, -0.41)
O (-1.85, 1.61, -0.18)
C (0.40, 1.26, 0.22)
O (0.70, 2.57, -0.32)
H (3.52, 0.09, 0.16)
H (2.80, 1.45, 1.00)
H (3.22, 1.73, -0.43)
H (1.91, -2.66, 1.04)
H (-1.52, -0.36, 1.42)
H (-2.32, -2.54, 0.29)
H (-1.99, -1.99, -1.19)
H (-4.24, -1.21, -0.10)
H (-0.59, 0.36, -1.56)
H (-2.76, 1.32, -0.47)
H (0.35, 1.45, 1.32)
H (-0.18, 3.03, -0.52)

=====

Respective calculated total energy values: -932.785531, -1008.045055, -1064.622474 hartree.
Respective ΔE to the lowest compared entry with this formula, charge and spin values: 5.277, 5.861, 0.000 eV.